This record from OMol25 describes a gas-phase ion, C8H13N4 (charge +1) at a distorted geometry. The level of theory is ωB97M-V/def2-TZVPD.

The electronic energy comes out at -531.324279 Eh. The calculation puts the HOMO-LUMO gap (spin up / spin down) at 0.27924 / 0.28548 Ha. The value obtained for the energy above the lowest of the compared OMol25 structures with the same formula, charge and spin is 75.8 kcal/mol. The net charge is +1. As for the highest occupied orbital energy (spin up / spin down): -11.64 / -11.61 eV. The LUMO energy (spin up / spin down) comes out at -4.038 / -3.844 eV.

```
25
Properties=species:S:1:pos:R:3:forces:R:3:nbo_charge:R:1
C 1.257766 1.796431 -1.103330 0.1 -0.2 -0.2 0.36
C -0.756806 -2.197359 -2.317552 -0.3 -0.3 0.3 0.00
C -0.094482 -0.917335 1.295807 0.0 0.1 0.1 -0.49
C -1.395724 0.564827 -0.267093 -0.3 0.3 -0.2 -0.50
C 0.414440 0.324403 2.138307 0.4 -0.6 0.1 -0.19
C 0.626496 -0.660209 -1.183975 -0.3 -0.5 0.3 0.01
C -0.371980 -0.487480 -0.092434 0.3 1.7 0.7 0.07
C -0.611718 1.669002 0.512996 -0.4 -2.4 -0.1 0.33
N 0.086261 -1.273036 -2.380306 0.5 0.3 -0.6 -0.42
N 1.213111 0.607583 -1.669922 0.1 0.3 0.3 -0.52
N -0.477002 1.418191 1.861292 -0.2 0.7 -0.1 -0.60
N 0.530324 2.223269 -0.093977 0.3 0.5 0.0 -0.55
H 1.969720 2.503379 -1.514535 -0.1 0.0 0.0 0.23
H -1.110499 -2.627829 -3.241117 -0.1 -0.1 -0.2 0.20
H -1.164542 -2.608246 -1.391172 0.0 0.1 0.1 0.16
H 0.661756 -1.699543 1.339739 0.0 -0.1 0.0 0.24
H -1.010597 -1.280538 1.770517 0.1 0.0 0.1 0.23
H -1.590678 0.844235 -1.299300 0.0 0.0 0.0 0.25
H -2.334260 0.371614 0.247264 0.0 0.1 0.0 0.24
H 0.444699 0.091897 3.203283 0.1 0.1 0.0 0.23
H 1.422071 0.588286 1.805149 -0.1 -0.1 0.1 0.19
H 1.466201 -1.295336 -0.848107 -0.2 0.2 0.0 0.22
H 1.817750 0.448022 -2.464738 0.0 0.2 0.0 0.44
H -1.367795 1.318937 2.337489 0.1 0.0 -0.2 0.40
H 0.777046 3.123219 0.305178 0.1 -0.1 -0.2 0.45
```
Positions in Å, forces in eV/Å.